{
  "formula": "C2H28O13",
  "method": "ωB97M-V with the def2-TZVPD basis set",
  "species": ["O", "C", "C", "O", "H", "H", "H", "H", "H", "H", "O", "H", "H", "O", "H", "H", "O", "H", "H", "O", "H", "H", "O", "H", "H", "O", "H", "H", "O", "H", "H", "O", "H", "H", "O", "H", "H", "O", "H", "H", "O", "H", "H"],
  "positions_angstrom": [[0.1058, 3.7359, 2.7173], [-1.2399, 3.3434, 2.5047], [-1.5136, 2.4263, 1.2279], [-2.8305, 1.8984, 1.2957], [0.6553, 2.9134, 2.6459], [-1.6353, 2.8764, 3.4415], [-1.8457, 4.2121, 2.3059], [-0.8603, 1.5969, 1.3136], [-1.3558, 2.8791, 0.2519], [-2.6988, 1.2184, 2.0107], [-1.6057, -1.5969, 0.6771], [-1.9957, -1.3724, -0.1725], [-1.5125, -2.5603, 0.7063], [3.0013, -2.1635, -1.7536], [2.7934, -3.0618, -1.4404], [2.2498, -1.6173, -1.4638], [1.2957, 1.3153, 3.2443], [0.6429, 0.8056, 3.6190], [1.8909, 0.7183, 2.7166], [-0.4408, -3.6313, -1.2679], [-0.9289, -4.4057, -1.1413], [0.4277, -4.0475, -1.2887], [1.5483, -2.8052, 1.2198], [0.6262, -2.5973, 1.1444], [1.9783, -2.0407, 1.5558], [-0.1082, -1.6703, -2.8834], [-0.0749, -0.7883, -2.5050], [-0.0590, -2.3388, -2.1628], [0.8297, -0.5933, -0.4443], [0.0520, -1.1157, -0.2318], [0.7901, 0.1867, 0.1185], [3.1915, 0.9833, -1.8950], [2.4943, 1.4105, -1.3479], [3.6820, 0.6594, -1.1164], [1.4545, 2.2825, -0.3486], [1.7441, 3.0385, 0.1506], [0.9931, 2.6239, -1.1103], [-2.7474, -1.6928, -2.0234], [-2.7100, -2.4823, -1.4716], [-1.8795, -1.5842, -2.3333], [-1.3210, 0.7180, -2.0356], [-0.8369, 1.5376, -2.1826], [-2.2464, 0.7856, -2.2472]],
  "atomic_forces_ev_per_a": [[0.21, -0.82, -0.87], [-0.32, -0.47, -0.87], [-0.01, 0.50, 1.66], [0.40, -0.90, 1.23], [-0.58, 0.88, 0.41], [0.06, -0.10, -0.80], [-0.05, 0.65, 0.34], [1.16, -0.88, -0.26], [-0.07, 0.45, 0.22], [-0.97, 0.82, -1.14], [0.51, -0.31, 0.82], [-0.42, 0.16, -0.48], [-0.26, 0.32, -0.19], [-0.26, -0.60, 0.25], [0.21, 0.65, -0.06], [0.26, -0.01, -0.10], [3.45, 0.94, -2.29], [-2.29, -2.01, 1.35], [-1.01, 0.82, 0.92], [1.40, 0.29, 0.61], [-2.01, -1.78, 0.16], [0.67, 0.49, 0.00], [0.16, -1.78, -0.14], [-0.52, 0.41, -0.01], [0.45, 1.01, 0.19], [-0.20, -0.67, -0.10], [0.26, 0.11, 0.23], [0.04, 1.16, -1.03], [0.58, 0.22, 0.00], [-0.36, 0.15, 0.29], [-0.14, 0.15, -0.17], [-0.13, 0.15, 1.48], [0.36, -0.14, -0.96], [0.40, -0.36, -0.91], [-0.42, -0.51, 0.39], [0.16, 0.64, 0.34], [-0.25, 0.35, -0.27], [-2.60, -0.33, 1.54], [-0.26, -0.06, -0.45], [2.54, 0.16, -1.39], [0.99, -0.18, 0.47], [-0.69, -0.04, -0.20], [-0.45, 0.46, -0.23]],
  "nbo_charge": [-0.7426, -0.0863, -0.0787, -0.7051, 0.4878, 0.1467, 0.1799, 0.1427, 0.1693, 0.4632, -0.9712, 0.5006, 0.4714, -0.9510, 0.4484, 0.4971, -0.9400, 0.4781, 0.4855, -0.9504, 0.4843, 0.4950, -0.9360, 0.4645, 0.4705, -0.9789, 0.4984, 0.4718, -0.9858, 0.4850, 0.4843, -0.9504, 0.4657, 0.4546, -0.9488, 0.4983, 0.4830, -0.9527, 0.4512, 0.4923, -0.9654, 0.4739, 0.4998],
  "smiles": "OCCO.O.O.O.O.O.O.O.O.O.O.O"
}

{
  "formula": "C6H12",
  "method": "ωB97M-V with the def2-TZVPD basis set",
  "species": ["C", "C", "C", "C", "C", "C", "H", "H", "H", "H", "H", "H", "H", "H", "H", "H", "H", "H"],
  "positions_angstrom": [[-1.0010, 0.2075, 1.6995], [-0.3873, 0.2244, 0.5176], [1.0789, 0.6229, 0.6940], [1.9339, 1.0302, -0.5139], [-0.9770, -0.1097, -0.7600], [-1.1392, -1.6375, -0.8259], [-0.6021, 0.6413, 2.6260], [-1.9619, 0.0747, 1.8337], [1.5454, -0.2519, 1.2285], [0.9448, 1.4894, 1.3645], [2.9865, 1.0669, -0.3278], [1.4546, 1.9276, -0.9818], [1.8416, 0.2798, -1.2317], [-0.3310, 0.1434, -1.6388], [-1.8942, 0.3527, -1.1927], [-0.5142, -2.0602, -0.0743], [-0.8449, -2.0173, -1.8604], [-2.1332, -1.9841, -0.5565]],
  "atomic_forces_ev_per_a": [[3.09, 1.54, -0.22], [0.63, 1.59, 2.03], [0.66, -0.17, 0.33], [-2.05, 0.77, 0.43], [-0.41, -0.89, -3.52], [-0.02, -0.40, -1.68], [0.68, -0.52, -0.52], [-5.00, -1.18, 0.12], [-0.12, 1.09, -0.33], [0.89, -0.51, 0.01], [0.51, 0.72, 0.43], [0.99, -0.37, 0.39], [-0.18, -1.41, -1.46], [0.23, -0.05, 1.05], [0.12, 0.09, 1.47], [0.79, -0.61, 0.27], [-0.55, 0.20, 1.42], [-0.25, 0.12, -0.22]],
  "nbo_charge": [-0.4119, 0.0418, -0.4297, -0.6137, -0.4707, -0.5884, 0.1878, 0.1777, 0.2114, 0.2159, 0.2192, 0.2036, 0.1977, 0.2098, 0.2287, 0.2091, 0.2036, 0.2082],
  "smiles": "C=C(CC)CC"
}

{
  "formula": "C6H15NO",
  "method": "ωB97M-V with the def2-TZVPD basis set",
  "species": ["C", "C", "C", "C", "C", "C", "N", "H", "H", "H", "H", "H", "H", "H", "H", "H", "H", "H", "H", "H", "H", "H", "O"],
  "positions_angstrom": [[2.1030, -0.9306, -0.3275], [0.6718, -0.4278, -0.3736], [0.1054, 0.1784, 0.9066], [-0.4092, 1.5957, 0.8908], [-2.0127, 2.4933, -0.8213], [-0.7880, 2.1363, -0.5022], [-0.2438, -1.5811, -0.8862], [2.7654, -0.0632, -0.3443], [2.2641, -1.5525, -1.2082], [2.3600, -1.4940, 0.5681], [0.4387, 0.3100, -1.1718], [0.9830, 0.0441, 1.5557], [-0.5897, -0.4946, 1.4306], [-1.2577, 1.7676, 1.5575], [0.3289, 2.2792, 1.3241], [-2.1724, 2.9379, -1.7959], [-2.7835, 2.3609, -0.0788], [0.1451, 2.2599, -1.0571], [0.0353, -1.6704, -1.8753], [-1.1748, -1.1305, -0.9404], [-0.1307, -2.4276, 1.5573], [-0.3305, -3.2436, 0.3051], [-0.3077, -3.3473, 1.2868]],
  "atomic_forces_ev_per_a": [[-0.19, 0.68, -0.65], [-1.16, -2.58, 1.11], [1.33, -1.16, 1.42], [-0.62, 1.55, -0.31], [0.50, 0.11, -0.69], [1.46, -0.83, 1.91], [0.62, 4.83, -1.55], [0.10, -0.11, -0.15], [0.43, 0.06, 0.04], [-0.41, -0.08, 0.08], [0.07, -0.18, -0.56], [-0.24, 0.73, 0.30], [-0.33, 0.05, -0.71], [-0.09, -0.58, -0.05], [0.22, -0.15, -0.30], [-0.52, 0.00, 0.14], [-0.38, 0.14, -0.21], [-0.60, 0.40, -0.78], [0.06, -1.58, 0.27], [-0.30, -1.13, 0.61], [-0.04, -0.61, 0.45], [-0.01, -0.73, 0.78], [0.10, 1.14, -1.17]],
  "mulliken_spin": [0.0135, 0.0245, 0.0291, 0.0044, 0.0043, 0.0095, 0.6964, 0.0016, 0.0027, 0.0043, 0.1151, 0.0014, -0.0002, 0.0006, -0.0005, 0.0007, 0.0012, 0.0082, 0.0074, -0.0045, -0.0091, -0.0124, 0.1017],
  "s2": 0.756,
  "spin_multiplicity": 2,
  "charge": 1
}

| no. | energy (eV) |
| --- | --- |
| 1 | -29144.569 |
| 2 | -6414.689 |
| 3 | -9991.813 |